1.
Entry from the Open Molecules 2025 dataset: a molecular structure, C13H28I2N2O6PS (the ωB97M-V functional and the def2-TZVPD basis).

energy relative to the best compared isomer or geometry (same formula, charge and spin) = 1.7996 eV
E_LUMO = 1.972 eV
E = -65523.7743 eV
charge = -1

Each line ends with the Mulliken charge.
Atoms and positions in Å:
C -2.356792 3.237036 1.308815  -0.763
C -1.126995 4.226829 1.206145  -0.082
I -1.708368 5.774642 -0.289373  -0.072
C -0.568154 5.002812 2.458303  -0.936
I 1.647652 4.812723 2.401110  -0.093
P -1.107944 4.547095 4.214921  0.243
C -1.732123 4.216443 5.997903  -0.492
N -0.978338 3.125694 6.706786  -0.688
N -2.793229 5.212446 3.854545  -0.617
C -2.761363 6.456227 4.229029  0.315
S -2.562607 8.023381 4.824472  -0.305
H -1.985415 2.164547 1.057589  0.061
H -3.133473 3.476765 0.488021  0.325
H -2.909238 3.154646 2.297898  0.282
H -0.255900 3.669071 0.683805  0.361
H -0.746376 6.138189 2.314399  0.575
H -1.495535 3.191965 3.896460  -0.168
H 0.229788 4.075597 4.581989  -0.112
H -0.665117 5.864888 4.677676  0.021
H -1.774256 5.182643 6.641576  0.312
H -2.836937 3.855041 5.940490  0.281
H -0.914847 2.292269 6.082915  0.294
H 0.006622 3.404281 6.851752  0.272
C -2.022331 -1.711943 -3.700837  -1.013
C -1.286238 -0.386297 -3.641945  -0.180
O -1.012449 -0.011421 -2.287353  -0.318
C 0.020606 -0.645494 -1.707497  0.697
O 0.727011 -1.479331 -2.226448  -0.526
O 0.119301 -0.208170 -0.442122  -0.282
C 1.121998 -0.874062 0.323829  -0.666
H -2.918923 -1.681204 -3.076708  0.332
H -2.311656 -1.948133 -4.727631  0.352
H -1.400584 -2.527151 -3.323333  0.183
H -1.919238 0.398668 -4.062408  0.325
H -0.365023 -0.408734 -4.231442  0.275
H 2.091453 -0.845274 -0.178662  0.283
H 0.818075 -1.906081 0.514973  0.289
H 1.214527 -0.357129 1.279872  0.236
C 3.039231 -3.465541 -3.634420  -1.205
C 1.736242 -4.168143 -3.304367  0.227
O 1.691842 -5.473268 -3.899978  -0.360
C 2.399832 -6.423995 -3.268548  0.724
O 3.047462 -6.278657 -2.259332  -0.549
O 2.280089 -7.567231 -3.969265  -0.344
C 3.065919 -8.641210 -3.458154  -0.634
H 3.203167 -3.448193 -4.715169  0.325
H 3.030023 -2.440027 -3.259356  0.346
H 3.892415 -3.985537 -3.192256  0.337
H 0.903180 -3.602000 -3.726145  0.000
H 1.571704 -4.228530 -2.225206  0.330
H 2.870284 -8.807219 -2.396387  0.291
H 4.126147 -8.437978 -3.626589  0.286
H 2.794883 -9.545945 -4.004342  0.224

Cartesian forces (eV/Å) of the 6 atoms listed first:
-0.698 -1.287 -0.682
0.686 -0.691 -0.499
0.303 -0.338 0.153
-0.088 1.157 -1.488
-0.599 0.282 -0.227
2.525 -0.653 3.046

---

2.
Entry from the Open Molecules 2025 dataset: a molecular structure, C24H34BaN9O4Te (the ωB97M-V functional and the def2-TZVPD basis).

energy relative to the best compared isomer or geometry (same formula, charge and spin) = 2.6179 eV
E_LUMO = 2.276 eV
E = -55029.9912 eV
charge = -1

Each line ends with the Mulliken charge.
Atoms and positions in Å:
Ba 0.309687 -0.024493 2.326878  1.548
N 3.196084 -3.592885 1.278074  -0.701
C 3.104945 -2.629300 2.378366  -1.257
C 2.573453 -1.247377 1.937882  1.207
O 1.937489 -1.218385 0.841887  -0.195
N 2.733823 -0.154155 2.629718  -0.755
C 2.956621 -0.269760 4.057376  -0.438
C 1.473130 -0.373371 4.438568  -0.083
O 0.874773 0.679478 4.724677  -0.616
O 0.891086 -1.449526 4.144195  -0.564
H 3.983752 -3.347541 0.689828  0.331
H 2.380840 -3.432941 0.694600  0.280
H 4.084887 -2.528026 2.845501  0.505
H 2.410969 -3.022861 3.122153  0.262
H 3.393643 0.650039 4.441922  0.308
H 3.540337 -1.141326 4.369894  0.306
O -2.199441 2.361825 -0.099997  -0.958
C -1.727385 1.953225 1.004353  0.166
N -1.881270 0.772348 1.555533  -0.682
C -2.763815 -0.116745 0.829853  -0.804
C -2.380231 -1.567133 0.899463  0.611
C -3.249449 -2.527268 0.372826  -0.812
C -2.899933 -3.861885 0.433809  -0.292
C -1.687141 -4.210897 1.018032  -0.986
C -0.884645 -3.196083 1.505116  -0.364
N -1.220999 -1.908742 1.451530  0.161
C -0.961084 2.917054 1.874011  1.010
C -1.508977 4.163778 2.161939  -0.623
C -0.840420 4.997029 3.038388  -0.284
C 0.363702 4.567225 3.584959  -0.854
C 0.836404 3.316780 3.229740  -0.259
N 0.185200 2.501330 2.405201  -0.016
H -2.802808 0.182689 -0.225608  0.199
H -3.781280 -0.007115 1.229393  0.372
H -4.181808 -2.211189 -0.079003  0.414
H -3.560694 -4.623820 0.038638  0.402
H -1.375345 -5.243571 1.094645  0.437
H 0.074261 -3.413837 1.966362  0.371
H -2.449615 4.444976 1.707791  0.438
H -1.254853 5.963225 3.298576  0.415
H 0.918796 5.186529 4.276273  0.376
H 1.759982 2.923821 3.636985  0.370
C 0.804737 -0.307546 -2.252093  -0.004
N -0.154490 -1.237287 -1.656313  0.945
C -1.398224 -1.174160 -2.416070  -0.698
N -1.198109 -1.519530 -3.833138  0.063
C -0.212109 -0.579485 -4.380920  -0.735
N 1.063210 -0.628207 -3.666105  0.018
C 1.573189 -1.996662 -3.736500  -0.641
N 0.641915 -2.972192 -3.159215  0.076
C 0.396863 -2.583519 -1.759132  -0.796
C -0.624460 -2.866030 -3.886095  -0.726
H 1.737922 -0.366627 -1.688484  0.202
H 0.408515 0.706812 -2.187055  -0.481
H -1.799590 -0.159214 -2.358292  0.089
H -2.115724 -1.876739 -1.985957  0.139
H -0.614393 0.433363 -4.308702  0.345
H -0.042424 -0.825260 -5.433549  0.346
H 2.520350 -2.050745 -3.195364  0.315
H 1.745284 -2.257713 -4.785289  0.386
H 1.339893 -2.611212 -1.210548  0.042
H -0.303576 -3.295872 -1.315755  0.273
H -1.338517 -3.568862 -3.448122  0.354
H -0.455946 -3.135048 -4.933223  0.347
C -1.696917 5.133256 -1.667067  -1.065
Te -0.222993 3.575757 -1.504224  0.539
C 1.164542 4.786736 -2.675890  -1.178
H -1.819807 5.417451 -2.710060  0.361
H -1.392969 6.001841 -1.085636  0.310
H -2.631314 4.735078 -1.278821  0.286
H 1.315971 5.758613 -2.206521  0.306
H 0.816576 4.938815 -3.697195  0.328
H 2.119941 4.263057 -2.709010  0.307

Cartesian forces (eV/Å) of the 6 atoms listed first:
-2.252 0.626 -2.572
0.059 -0.033 0.135
-0.250 -0.002 -0.210
2.036 -0.851 -0.496
0.398 -0.433 -0.549
2.112 0.113 -0.055

---

3.
Entry from the Open Molecules 2025 dataset: 8 unconnected molecules or ions with the total composition C48H78F3N3O27PS2 (the ωB97M-V functional and the def2-TZVPD basis).

E_LUMO = -3.467 eV
E = -149881.1970 eV
charge = +1

Each line ends with the Mulliken charge.
Atoms and positions in Å:
C 1.409475 3.145457 1.880837  -0.849
C 1.191897 1.790557 1.229226  0.192
C 0.655050 1.780370 -0.307698  -0.087
C -0.591023 0.783338 -0.660923  0.435
P 0.028249 -0.889198 0.034028  0.808
O -0.563828 -2.292768 -0.883545  -0.040
O 1.795372 -1.059728 -0.094754  -0.527
S -0.397766 -1.256140 1.887610  -0.177
N -0.652657 0.999724 -2.175261  1.329
C 0.007803 0.105651 -3.125684  -0.492
C -0.994724 -0.972256 -3.930157  0.862
C 0.059440 -1.953922 -4.776855  -0.561
O -0.608445 -3.093866 -5.428861  -0.545
C -1.392531 2.249705 -2.531024  -1.034
N -1.157310 3.292121 -3.392930  0.550
C 0.071323 3.291710 -4.275800  -0.958
C 1.504536 3.286266 -3.415762  0.589
O 2.587829 3.787203 -4.306932  -0.395
C -2.038151 4.542949 -3.547948  -0.494
O -3.119686 4.346603 -4.565446  -0.141
O -4.018467 5.258237 -4.250629  -0.422
N -2.530110 2.162109 -1.541510  0.664
S -4.163668 2.336809 -2.003300  -0.248
C -2.160550 1.255356 -0.347834  -0.929
C -3.275424 0.041665 -0.057532  -0.813
C -3.518536 -0.967545 -1.323418  0.931
C -5.172495 -1.126581 -1.533792  0.037
F -5.920412 -0.376091 -2.609181  -0.329
C -6.015169 -2.041810 -0.693008  0.139
F -6.972994 -2.918232 -1.464235  -0.240
F -5.931718 -2.037419 0.797833  -0.215
C -2.488235 2.269413 0.887243  -0.534
C -1.862639 3.775820 0.788920  -0.821
C -2.186314 1.702493 2.393305  0.273
C -3.167523 2.604445 3.407556  -0.917
H 2.344084 3.747588 1.448615  0.066
H 0.730691 3.580405 2.730991  0.258
H 1.515458 0.879376 1.887383  -0.217
H 1.570774 1.386885 -0.968891  0.627
H 0.519591 2.900635 -0.635349  -0.236
H -0.416000 -3.106436 -0.312276  0.109
H 2.106826 -0.946875 0.852335  0.203
H 0.598687 0.613854 -4.033806  -0.068
H 0.849067 -0.611346 -2.668141  0.138
H -1.581742 -1.674020 -3.202167  -0.587
H -1.734789 -0.398348 -4.668638  0.239
H 0.715518 -1.304921 -5.531247  0.270
H 0.840029 -2.386028 -3.989082  0.276
H -0.582155 -3.829198 -4.720445  0.313
H 0.121900 4.300110 -4.913750  0.572
H 0.047239 2.429317 -5.101168  0.045
H 1.356616 4.026999 -2.504747  0.012
H 1.828859 2.216955 -3.069807  -0.179
H 2.405611 4.730541 -4.592361  0.303
H -1.388943 5.499036 -3.843227  0.474
H -2.574219 4.777249 -2.534465  0.319
H -4.795452 4.848696 -3.766681  0.355
H -4.300083 2.129809 -3.407594  0.269
H -4.353090 0.486733 0.203129  0.585
H -2.996542 -0.629735 0.859098  0.247
H -3.130329 -2.058617 -1.187757  0.007
H -3.150498 -0.412313 -2.283001  -0.332
H -3.672903 2.436293 0.858033  0.827
H -1.275148 4.029985 -0.185201  -0.061
H -2.749457 4.574592 0.844262  0.201
H -1.247750 3.956051 1.789353  -0.010
H -2.499375 0.592494 2.587368  0.290
H -1.102151 1.880885 2.792811  -0.072
H -4.275874 2.676905 2.993922  0.207
H -3.163442 2.043639 4.461517  0.370
H -2.733487 3.686237 3.543894  0.109
C -5.533531 -5.715179 -3.596932  -1.418
C -4.100617 -5.292274 -3.847147  0.550
C -3.204090 -6.421263 -4.255764  -0.644
O -1.930574 -5.962750 -3.836751  -0.289
C -2.154940 -5.129465 -2.775246  0.434
O -1.283774 -4.702649 -2.036489  -0.379
O -3.486080 -4.841232 -2.651204  -0.194
H -5.585345 -6.523707 -2.859476  0.351
H -6.111412 -4.880546 -3.185990  0.268
H -6.011438 -6.052770 -4.521362  0.400
H -4.071367 -4.469166 -4.571380  0.282
H -3.217718 -6.597430 -5.335046  0.345
H -3.419692 -7.361708 -3.736405  0.326
C 6.699277 2.747511 -7.599177  -1.539
C 5.822763 2.826455 -6.366218  0.658
C 6.534301 2.460296 -5.099336  -0.491
O 5.472039 2.015707 -4.273752  -0.201
C 4.509897 1.531389 -5.117088  0.626
O 3.537247 0.889329 -4.758517  -0.595
O 4.785463 1.860563 -6.415589  -0.352
H 7.157914 1.757390 -7.696936  0.362
H 6.101298 2.905008 -8.503083  0.361
H 7.492970 3.499798 -7.566709  0.391
H 5.356914 3.816980 -6.297517  0.174
H 7.047960 3.312763 -4.645989  0.277
H 7.245774 1.635631 -5.219285  0.298
C -6.533655 5.511358 5.447479  -1.461
C -5.276574 5.002765 6.122595  0.541
C -4.809133 5.869364 7.252131  -0.540
O -3.420321 5.591353 7.291621  -0.322
C -3.064517 5.241446 6.017861  0.671
O -1.914482 5.123379 5.630117  -0.545
O -4.169770 5.044544 5.236810  -0.294
H -6.409094 6.544129 5.103804  0.353
H -6.758768 4.911869 4.559015  0.347
H -7.390062 5.468932 6.126966  0.389
H -5.413872 3.962068 6.440358  0.241
H -5.284181 5.610915 8.202712  0.316
H -4.940795 6.941024 7.065404  0.315
C -0.782779 -6.797117 0.162191  -1.409
C -1.926775 -6.907912 1.148951  0.824
C -1.496160 -6.809803 2.580834  -0.447
O -2.519778 -7.521884 3.253735  -0.314
C -2.996732 -8.440996 2.359729  0.586
O -3.747931 -9.357672 2.646552  -0.563
O -2.516861 -8.196720 1.102570  -0.380
H -0.003836 -7.538009 0.373307  0.402
H -1.135781 -6.996758 -0.855140  0.270
H -0.334406 -5.799550 0.189757  0.262
H -2.704643 -6.173071 0.908530  0.184
H -1.446153 -5.775718 2.933307  0.333
H -0.540294 -7.304826 2.785596  0.191
C 4.825403 5.348508 0.699777  -1.676
C 5.188427 4.589551 -0.559943  1.233
C 6.538861 3.942687 -0.502988  -0.347
O 6.894165 3.863773 -1.872360  -0.304
C 6.248520 4.896961 -2.494584  0.666
O 6.468770 5.260332 -3.637526  -0.602
O 5.325574 5.469653 -1.663567  -0.409
H 5.589851 6.092824 0.948487  0.422
H 3.889090 5.898477 0.557365  0.389
H 4.708645 4.668728 1.549014  0.350
H 4.402007 3.864891 -0.803432  -0.108
H 6.507667 2.946938 -0.051790  0.137
H 7.292476 4.547028 0.014208  0.318
C 4.087718 -0.793562 4.925740  -1.565
C 4.448958 -0.860802 3.456154  0.615
C 5.915579 -1.039087 3.205986  -0.590
O 6.073180 -0.473368 1.916500  -0.312
C 5.092526 0.472300 1.791882  0.538
O 5.037665 1.295774 0.894250  -0.464
O 4.183838 0.373086 2.809153  -0.236
H 4.655724 -0.009366 5.438235  0.368
H 3.028797 -0.541827 5.047173  0.360
H 4.281706 -1.748642 5.422858  0.398
H 3.855576 -1.636498 2.957089  0.224
H 6.216110 -2.090632 3.208194  0.326
H 6.549920 -0.483613 3.905781  0.327
C 1.045029 -5.935411 7.721513  -1.504
C 1.123214 -5.846051 6.211347  0.654
C 1.603311 -7.106923 5.559386  -0.507
O 2.163245 -6.627247 4.349413  -0.323
C 2.580793 -5.349235 4.602070  0.635
O 3.284379 -4.692195 3.853651  -0.560
O 2.106656 -4.907786 5.806526  -0.325
H 2.005825 -6.239782 8.151015  0.364
H 0.808106 -4.955724 8.149896  0.362
H 0.278826 -6.650962 8.034335  0.381
H 0.159099 -5.520219 5.802460  0.182
H 0.790485 -7.810676 5.359101  0.326
H 2.390270 -7.619572 6.123780  0.333

Cartesian forces (eV/Å) of the 6 atoms listed first:
0.231 -2.191 -1.836
0.140 3.243 1.604
3.515 0.002 0.595
-0.371 2.405 -1.810
1.472 -4.526 0.085
1.452 2.772 1.466

---

The following HOMO-LUMO gap values (in eV) correspond, in order, to the records above: 6.1565 7.1982 6.3604.